# 1
The following is a DFT calculation (the ωB97M-V functional and the def2-TZVPD basis) of C27H25BF4N3PPbS2 as an isolated structure.

The geometry in ORCA input format:
```
! wB97M-V def2-TZVPD RIJCOSX def2/J DEFGRID3
* xyz 0 1
Pb 1.04326 0.24155 -0.85941
S -0.31642 2.20296 2.30196
C -1.35851 2.37532 0.90236
N -1.27812 1.68210 -0.18905
C -2.34092 1.97754 -1.04139
C -2.57597 1.38262 -2.28202
C -3.67616 1.78674 -3.00791
C -4.54156 2.77474 -2.52342
C -4.32194 3.37156 -1.29897
C -3.21734 2.95683 -0.56053
S -2.69877 3.47186 1.00993
H -1.91712 0.60527 -2.63940
H -3.87835 1.32691 -3.96584
H -5.39877 3.07019 -3.11359
H -4.99310 4.13079 -0.92063
F -0.66671 -1.09089 -1.84621
B -0.74483 -2.52744 -2.21531
F -0.22662 -3.23488 -1.13009
F -2.06263 -2.81485 -2.45395
F 0.06800 -2.68095 -3.33705
N 2.34540 -1.75608 -1.75559
C 3.59322 -1.29112 -2.25280
C 4.60122 -0.92482 -1.36572
C 5.79376 -0.41066 -1.85225
C 5.98777 -0.24586 -3.21626
C 4.97478 -0.60147 -4.09568
C 3.78094 -1.12164 -3.61999
H 2.42824 -2.40646 -0.97046
H 1.76832 -2.18608 -2.47464
H 4.45646 -1.04831 -0.29809
H 6.57414 -0.13501 -1.15441
H 6.91905 0.15722 -3.59081
H 5.11299 -0.47748 -5.16194
H 2.99191 -1.40340 -4.30759
C 0.20565 -0.27647 3.97486
P -0.14883 -0.04100 2.21881
C 2.33920 -0.94675 1.66045
C 2.86492 -2.25339 1.56086
C 4.15037 -2.52354 2.02437
C 4.93814 -1.51700 2.56224
C 4.45282 -0.22011 2.63874
C 3.16681 0.04824 2.18806
C -1.86081 -0.48039 1.87470
C -2.11444 -1.44857 0.90974
C -3.42294 -1.76028 0.56584
C -4.47426 -1.12652 1.20873
C -4.22406 -0.18282 2.19960
C -2.92109 0.14882 2.52783
H 0.42295 -1.33102 4.14272
H -0.65449 0.02692 4.56937
H 1.07616 0.31383 4.25865
H 1.12539 -3.03671 0.84944
H 4.53918 -3.53261 1.94440
H 5.93566 -1.74899 2.91249
H 5.06527 0.57436 3.04387
H 2.78065 1.06167 2.24303
H -1.28811 -1.94471 0.42369
H -3.60079 -2.49006 -0.21342
H -5.49546 -1.36530 0.94034
H -5.04650 0.30689 2.70476
H -2.72977 0.91355 3.27139
N 2.11719 -3.23366 0.91232
C 0.95219 -0.70562 1.17987
H 2.33550 -4.18877 1.14633
*
```



# 2
The following is a DFT calculation (the ωB97M-V functional and the def2-TZVPD basis) of C5H6BrI as an isolated structure.

The geometry in ORCA input format:
```
! wB97M-V def2-TZVPD RIJCOSX def2/J DEFGRID3
* xyz 0 1
C -0.75045 0.47709 -0.74578
C -0.61991 0.45447 0.45869
C -0.67569 0.60734 -2.16021
C 0.65073 -0.33405 2.31414
C -0.71015 0.30949 1.89332
Br -2.38440 -0.40887 2.66247
I -0.57296 2.41258 2.52465
H -1.54540 1.10839 -2.58070
H -0.60272 -0.42362 -2.73173
H 0.16170 1.09822 -2.49050
H 0.67386 -0.66395 3.33236
H 1.34236 0.47919 2.21726
H 0.94097 -1.12865 1.58464
*
```



# 3
The following is a DFT calculation (the ωB97M-V functional and the def2-TZVPD basis) of C20H49F6NO11S6Si2 as an isolated structure.

The geometry in ORCA input format:
```
! wB97M-V def2-TZVPD RIJCOSX def2/J DEFGRID3
* xyz 0 1
C -1.85935 -7.89406 -0.25600
C -2.80786 -6.99304 -1.21175
O -2.00568 -6.23733 -2.17972
Si -3.08875 -4.98867 -2.77882
O -2.68579 -3.40505 -2.19803
Si -3.89590 -2.72718 -1.15307
C -5.66976 -2.91275 -1.92846
N -6.69590 -2.07077 -1.21682
C -4.00106 -3.54132 0.58713
O -4.87726 -4.43673 0.75336
C -3.07155 -3.12949 1.86403
F -3.00934 -1.73611 2.08075
F -3.76406 -3.67229 3.00366
C -1.65014 -3.86703 1.82366
F -1.67104 -4.96466 0.93552
F -1.40928 -4.42467 3.12324
C -0.40977 -2.93211 1.43524
F -0.68842 -1.95730 0.45825
F 0.57423 -3.80364 0.84885
C 0.26334 -2.36245 2.77366
O -0.02773 -1.29247 3.31861
O 1.25374 -3.19554 3.39646
H -2.20490 -7.73284 0.82865
H -0.79760 -7.44762 -0.32222
H -1.83488 -8.99046 -0.55488
H -3.58303 -7.67600 -1.69506
H -3.36932 -6.20426 -0.58127
H -2.92929 -4.96031 -4.24426
H -4.46598 -5.39966 -2.51685
H -3.62058 -1.29661 -1.06242
H -5.98995 -4.00592 -1.74393
H -5.69117 -2.66736 -3.03947
H -6.85152 -1.17390 -1.69271
H -6.46016 -1.93439 -0.22456
H 2.10272 -3.12411 2.89997
C -1.27522 -8.42659 -6.54853
S -1.83748 -6.75575 -6.93802
O -2.65587 -6.27787 -5.78233
C -2.98169 -7.24363 -8.24703
H -0.57009 -8.36805 -5.71881
H -2.12485 -9.04757 -6.25935
H -0.77469 -8.85488 -7.41872
H -3.72499 -7.93852 -7.85219
H -2.42573 -7.71039 -9.06212
H -3.48301 -6.34923 -8.61791
C 1.66731 -2.47895 -2.21063
S 2.80355 -1.50821 -3.22335
O 3.89173 -2.42385 -3.67980
C 3.46305 -0.51732 -1.86516
H 1.16412 -3.20270 -2.85265
H 2.22059 -3.00789 -1.43272
H 0.92428 -1.81811 -1.76047
H 3.90439 -1.16860 -1.10887
H 2.66162 0.07962 -1.42592
H 4.23056 0.14673 -2.26349
C 1.33404 1.42177 3.41206
S 2.46990 2.37451 2.38278
O 3.55658 1.44763 1.93761
C 3.13368 3.38482 3.72230
H 0.82987 0.69077 2.78193
H 1.88732 0.90335 4.19697
H 0.59289 2.09056 3.85321
H 3.57569 2.74460 4.48807
H 2.33419 3.99061 4.15342
H 3.90184 4.04121 3.31224
C -1.06960 1.73763 -2.88111
S -2.11297 1.54618 -1.42012
O -3.15739 0.52692 -1.74588
C -2.89003 3.17198 -1.53017
H -0.51228 0.81215 -3.03047
H -1.68891 1.93344 -3.75811
H -0.36928 2.55975 -2.72355
H -3.39600 3.27863 -2.49134
H -2.13048 3.94745 -1.41653
H -3.61969 3.26075 -0.72484
C 3.50980 7.52881 3.01286
S 2.48781 7.34730 4.48909
O 1.45032 6.31088 4.19295
C 1.69178 8.96226 4.36367
H 4.07610 6.60784 2.87017
H 2.87664 7.70430 2.14095
H 4.20178 8.36116 3.15043
H 1.17249 9.04848 3.40736
H 2.44506 9.74677 4.45551
H 0.97133 9.05593 5.17683
C 7.44811 10.60989 3.78199
S 6.42687 10.42975 5.25992
O 5.39053 9.39371 4.96498
C 5.62904 12.04442 5.13412
H 8.01430 9.68887 3.64002
H 6.81477 10.78436 2.91039
H 8.14058 11.44252 3.91678
H 5.10895 12.12963 4.17822
H 6.38064 12.83048 5.22485
H 4.90920 12.13780 5.94779
*
```



Number 1: calculated total energy -2963.347722 Ha, maximum force 0.14 eV Å⁻¹, orbital gap 7.53 eV. Number 2: calculated total energy -3065.736867 Ha, maximum force 4.19 eV Å⁻¹, orbital gap 9.13 eV. Number 3: calculated total energy -5240.936965 Ha, maximum force 4.56 eV Å⁻¹, orbital gap 7.96 eV.